(1)
Molecular formula: C27H46BCrN8OS3
Method: DFT, the ωB97M-V functional and the def2-TZVPD basis

Element x y z (Å)
Cr (-0.57939, 0.17992, -0.05665)
C (0.95751, -6.27487, -1.32230)
C (1.04848, -5.03480, -0.42932)
C (2.40542, -4.94983, 0.26479)
C (-0.05481, -5.13361, 0.61720)
N (0.93476, -3.82902, -1.32602)
C (1.70651, -3.77522, -2.47739)
C (1.46073, -2.60108, -3.07383)
N (0.54915, -1.91044, -2.29785)
B (0.05080, -0.53007, -2.84468)
N (1.09744, 0.58015, -2.70143)
C (1.32886, 1.46076, -3.74433)
C (2.29493, 2.30827, -3.36162)
N (2.65974, 1.95882, -2.06404)
C (1.92897, 0.88963, -1.67544)
S (1.99603, 0.03980, -0.17989)
C (3.77383, 2.59967, -1.29413)
C (4.30896, 3.79173, -2.08562)
C (3.23356, 3.11466, 0.03821)
C (4.89184, 1.57950, -1.10045)
N (-1.38692, -0.23946, -2.21311)
C (-2.35094, -1.17605, -2.55731)
C (-3.54297, -0.72402, -2.14389)
N (-3.34096, 0.48516, -1.50664)
C (-2.02401, 0.80981, -1.59437)
S (-1.23042, 2.26912, -1.15833)
C (-4.46474, 1.23643, -0.83813)
C (-5.51458, 0.21013, -0.40182)
C (-5.04423, 2.20692, -1.86237)
C (-3.99137, 1.98193, 0.40747)
C (0.25237, -2.66203, -1.21377)
S (-0.77080, -2.20243, 0.10923)
H (0.94997, -7.15956, -0.68700)
H (0.03573, -6.26468, -1.90525)
H (1.80145, -6.37463, -2.00374)
H (2.51893, -5.79316, 0.94660)
H (3.22811, -4.97833, -0.45115)
H (2.47831, -4.02512, 0.83920)
H (0.06037, -6.10550, 1.09786)
H (0.02241, -4.36449, 1.37893)
H (-1.04933, -5.08864, 0.17358)
H (2.35500, -4.57566, -2.77695)
H (1.85371, -2.18734, -3.98533)
H (-0.13418, -0.66918, -4.02544)
H (0.77035, 1.41129, -4.66097)
H (2.73176, 3.13107, -3.89117)
H (3.51931, 4.50231, -2.33271)
H (5.03384, 4.30813, -1.45779)
H (4.82270, 3.48901, -2.99934)
H (2.49680, 3.90330, -0.13277)
H (2.77776, 2.32344, 0.63115)
H (4.06461, 3.54093, 0.60117)
H (5.24540, 1.21772, -2.06752)
H (5.72800, 2.05090, -0.58281)
H (4.55239, 0.73062, -0.50929)
H (-2.09632, -2.08147, -3.07721)
H (-4.50849, -1.18423, -2.22214)
H (-6.07943, -0.19586, -1.24072)
H (-5.05770, -0.61257, 0.15038)
H (-6.22837, 0.70484, 0.25414)
H (-5.39064, 1.67734, -2.75125)
H (-5.89255, 2.73658, -1.42724)
H (-4.29519, 2.94103, -2.16188)
H (-3.44104, 1.32317, 1.08424)
H (-3.36434, 2.83485, 0.17335)
H (-4.88192, 2.33562, 0.92699)
C (-0.26189, 3.32404, 2.19318)
N (-0.31156, 2.40258, 3.32051)
C (-0.29327, 2.95482, 4.67254)
C (0.28118, 1.94030, 5.63629)
C (-0.50806, 0.65684, 5.50511)
N (-0.52656, 0.21719, 4.11397)
C (-0.67979, -1.21103, 3.88825)
C (-0.46878, 1.08473, 3.07774)
O (-0.54788, 0.67946, 1.89796)
H (0.30830, 4.20099, 2.49470)
H (-1.25925, 3.64151, 1.87967)
H (0.23183, 2.85408, 1.34655)
H (-1.30477, 3.24159, 4.97928)
H (0.30984, 3.86141, 4.65148)
H (0.23109, 2.31574, 6.65744)
H (1.32905, 1.75519, 5.39034)
H (-1.53241, 0.80031, 5.86615)
H (-0.06407, -0.14250, 6.09798)
H (0.14361, -1.74472, 4.36592)
H (-0.66802, -1.42890, 2.82699)
H (-1.61975, -1.56482, 4.31785)

Computed properties:
Orbital gap (alpha / beta) ... 7.89 / 8.28 eV
Spin multiplicity ... 5
Charge ... +1
LUMO (alpha / beta) ... -1.77 / -1.86 eV

(2)
Molecular formula: C27H46BrCoNOP2S
Method: DFT, the ωB97M-V functional and the def2-TZVPD basis

Element x y z (Å)
N (-1.12336, 0.37854, 6.31441)
C (-2.24164, 0.36747, 5.57042)
C (-2.52029, -0.68704, 4.68380)
C (-1.51472, -1.67375, 4.47210)
C (-0.43578, -1.72709, 5.38360)
C (-0.26686, -0.65068, 6.27350)
C (-1.52600, -2.50436, 3.28359)
Co (0.68620, -0.78000, -1.11928)
P (0.79465, 0.13305, -3.36583)
C (-0.69643, -3.56385, 2.99013)
C (-0.25762, -3.73727, 1.61517)
C (1.10410, -3.80055, 1.19802)
C (1.47623, -3.21479, -0.00035)
C (0.48174, -2.58440, -0.82755)
C (-0.91906, -2.77686, -0.50488)
C (-1.23519, -3.48720, 0.61905)
Br (0.76173, -2.80701, -2.98221)
H (-2.25009, -2.16011, 2.52278)
H (-0.27842, -4.18636, 3.76312)
H (-3.45481, -0.71061, 4.12392)
H (0.29065, -2.53871, 5.35249)
H (-2.91139, 1.23854, 5.64507)
H (0.62595, -0.60602, 6.91659)
H (1.84915, -4.28958, 1.82855)
H (-2.26031, -3.78493, 0.83789)
H (2.48396, -3.28483, -0.43028)
H (-1.65490, -2.45405, -1.24563)
P (2.02591, 0.58211, 0.23070)
C (-0.93331, -0.32017, -3.97822)
C (-1.15669, -0.65678, -5.44277)
H (-1.53131, 0.56714, -3.69798)
H (-1.32188, -1.13314, -3.35174)
H (-2.22823, -0.80643, -5.60899)
H (-0.90982, 0.17023, -6.10641)
H (-0.65189, -1.56297, -5.79164)
C (2.48513, -0.45231, -3.86736)
C (2.70316, -0.53318, -5.36384)
H (2.70276, -1.42957, -3.41724)
H (3.19953, 0.23037, -3.39796)
H (3.49423, -1.25196, -5.60436)
H (1.82090, -0.87190, -5.91085)
H (3.03520, 0.42882, -5.75974)
C (0.79534, 1.89727, -3.87183)
C (0.50063, 2.14237, -5.34976)
H (1.77262, 2.30572, -3.59191)
H (0.05641, 2.41403, -3.23916)
H (0.77084, 3.16474, -5.62229)
H (1.08262, 1.49364, -6.01447)
H (-0.56088, 2.02341, -5.58522)
C (1.96684, 2.40515, 0.38901)
C (2.32502, 3.21636, -0.85017)
H (2.68040, 2.62287, 1.20048)
H (0.96265, 2.67763, 0.74320)
H (2.36806, 4.28011, -0.56661)
H (3.31159, 2.94672, -1.24930)
H (1.59148, 3.08074, -1.66129)
C (3.83956, 0.35850, -0.00007)
C (4.21525, -1.12001, 0.03558)
H (4.31135, 0.92797, 0.82676)
H (4.14393, 0.82789, -0.94854)
H (5.08115, -1.31836, -0.61142)
H (4.45387, -1.45030, 1.05871)
H (3.38002, -1.74313, -0.31372)
C (1.74743, 0.04625, 1.99062)
C (1.27545, 1.13587, 2.94391)
H (2.68640, -0.40031, 2.35077)
H (0.99953, -0.76239, 1.95852)
H (1.13977, 0.72334, 3.94951)
H (1.96502, 1.98397, 3.01147)
H (0.30235, 1.51607, 2.61465)
C (-2.88008, 0.14673, -0.45337)
S (-1.30374, 0.95171, -0.18506)
C (-1.76149, 2.64262, -0.71332)
O (-1.17949, 1.00609, 1.31127)
H (-3.27054, 0.37318, -1.45063)
H (-3.54643, 0.50810, 0.34555)
H (-2.72097, -0.93357, -0.40718)
H (-2.45279, 3.03696, 0.04244)
H (-0.87143, 3.28216, -0.73239)
H (-2.24857, 2.60778, -1.69514)

Computed properties:
Orbital gap (alpha / beta) ... 6.45 / 5.64 eV
Spin multiplicity ... 4
Charge ... +2
LUMO (alpha / beta) ... -7.39 / -8.40 eV

(3)
Molecular formula: C27H46BrHfNOP2
Method: DFT, the ωB97M-V functional and the def2-TZVPD basis

Element x y z (Å)
N (-2.14011, -6.63866, -0.22239)
C (-2.36260, -5.93417, 0.89051)
C (-2.37283, -4.52245, 0.88359)
C (-2.16132, -3.89576, -0.37768)
C (-1.89613, -4.64973, -1.51458)
C (-1.92514, -6.05658, -1.38498)
C (-2.23972, -2.39509, -0.44779)
Hf (-0.83481, -0.98027, -1.21771)
P (-0.23054, 1.94216, -2.35564)
C (-2.81412, -1.72851, -1.68562)
C (-3.51930, -0.44287, -1.32821)
C (-2.60977, 0.58982, -0.94728)
C (-2.99335, 1.50535, 0.09273)
C (-4.34177, 1.55742, 0.56382)
C (-5.27320, 0.72606, -0.08349)
C (-4.87683, -0.24973, -1.00461)
Br (-4.77900, 2.48390, 2.05956)
H (-2.65531, -2.03356, 0.48845)
H (-3.15193, -2.39607, -2.50548)
H (-2.57512, -3.99897, 1.81805)
H (-1.66056, -4.20759, -2.50565)
H (-2.55584, -6.45998, 1.82067)
H (-1.78528, -6.65433, -2.29509)
H (-1.85971, 0.93629, -1.75027)
H (-5.63397, -0.90154, -1.46082)
H (-2.25419, 2.21195, 0.49373)
H (-6.31923, 0.81274, 0.20785)
P (1.27261, -2.64367, -2.00143)
C (-1.66690, 3.07064, -2.58730)
C (-1.59777, 4.35686, -3.40958)
H (-1.99622, 3.27510, -1.55921)
H (-2.43117, 2.44884, -3.08308)
H (-2.51050, 4.95101, -3.22445)
H (-0.71892, 4.96694, -3.16815)
H (-1.58091, 4.12711, -4.48154)
C (-0.28933, 0.71654, -3.69533)
C (0.25919, 1.16673, -5.05640)
H (-1.36509, 0.48691, -3.76486)
H (0.30435, -0.15958, -3.34046)
H (0.28189, 0.30455, -5.72507)
H (-0.34045, 1.94732, -5.52833)
H (1.28195, 1.54470, -4.95641)
C (0.61833, 2.14088, -0.77812)
C (1.46646, 3.39601, -0.53544)
H (1.28817, 1.26261, -0.66636)
H (-0.18082, 2.10223, -0.01841)
H (2.18205, 3.17386, 0.26284)
H (2.02576, 3.68443, -1.42607)
H (0.85477, 4.23638, -0.20027)
C (2.66627, -1.80399, -1.13264)
C (4.10840, -2.16710, -1.48889)
H (2.47974, -2.00021, -0.06615)
H (2.51129, -0.72219, -1.27333)
H (4.37965, -3.17663, -1.17020)
H (4.31581, -2.06843, -2.55733)
H (4.78341, -1.48043, -0.96680)
C (1.67714, -2.42839, -3.81505)
C (0.60684, -3.05428, -4.71452)
H (2.65576, -2.89416, -4.02768)
H (1.77598, -1.35242, -4.02634)
H (0.76227, -4.13940, -4.82879)
H (-0.41289, -2.89046, -4.32088)
H (0.66986, -2.59833, -5.71480)
C (1.90557, -4.41257, -2.01854)
C (2.06069, -5.14847, -0.68742)
H (2.88320, -4.39777, -2.53113)
H (1.23034, -4.95487, -2.69292)
H (1.71715, -6.18728, -0.77821)
H (3.11252, -5.21261, -0.37199)
H (1.49016, -4.67585, 0.11600)
C (0.05418, 0.35430, 3.10684)
C (0.01808, -0.78415, 2.10667)
O (-0.61768, -0.36514, 0.84318)
H (0.51483, 1.27224, 2.72360)
H (0.66015, 0.03304, 3.96217)
H (-0.93501, 0.60129, 3.49753)
H (1.00741, -1.15153, 1.83129)
H (-0.57969, -1.62665, 2.43946)
H (-1.28478, 0.29577, 1.12398)

Computed properties:
Orbital gap (alpha / beta) ... 3.53 / 3.57 eV
Charge ... +4
LUMO (alpha / beta) ... -16.09 / -16.08 eV